This record from OMol25 describes a structure of composition C12H24BBrCl2KLiNO6PS2 at a distorted geometry. The level of theory is ωB97M-V with the def2-TZVPD basis set.

Summary:
* electronic energy: -6242.15456 hartree
* highest occupied orbital energy: -4.8 eV
* relative energy (zero: lowest compared OMol25 entry of this formula, charge and spin): 0.0 kJ/mol
* LUMO energy: -3.94 eV

Geometry as XYZ:
```
52
Properties=species:S:1:pos:R:3:forces:R:3
O -0.09380 4.09191 -0.92931 -0.567 -0.288 -0.734
P 0.09015 2.68046 -0.05247 1.127 0.027 1.191
O -1.34411 1.97175 -0.49949 0.036 0.002 -0.588
S 0.11498 3.14210 1.82466 -0.263 -0.102 -0.012
B 1.64436 1.68467 -0.71282 -0.124 0.131 -0.415
C 2.12519 2.39034 -2.07445 0.596 0.351 0.451
C 3.24256 3.23079 -2.15038 -0.505 -0.167 -0.487
C 3.52689 3.83498 -3.36663 0.621 0.551 0.161
C 2.73839 3.64069 -4.48466 -0.079 -0.174 0.113
N 1.67955 2.82468 -4.45314 -0.283 0.457 -0.064
C 1.44422 2.26902 -3.26982 -0.583 -0.577 -0.032
H 0.63781 4.67654 -0.70211 -0.019 0.038 0.103
H -1.70856 2.48108 -1.22380 -0.306 0.440 0.131
H 1.31188 0.54878 -0.90489 -0.196 0.027 0.037
H 2.49311 1.78093 0.13203 -0.105 0.059 0.103
H 3.84928 3.41655 -1.27517 0.073 -0.032 0.025
H 4.37440 4.50519 -3.44378 0.050 -0.008 -0.056
H 2.96896 4.14292 -5.41476 -0.021 -0.057 -0.105
H 0.58839 1.60565 -3.23473 0.516 -0.346 0.127
Cl -3.65314 0.80756 -4.87297 -1.525 -0.478 -0.672
C -4.64277 1.85368 -3.80430 0.174 0.334 0.175
C -4.42009 3.33968 -4.05593 -0.616 -0.397 -0.189
Cl -2.77855 3.91169 -3.51599 -1.283 1.991 0.317
H -4.42988 1.58561 -2.77027 0.017 -0.043 -0.011
H -5.68068 1.60477 -4.01218 -0.029 0.109 -0.031
H -5.14067 3.92241 -3.48697 0.112 0.007 0.141
H -4.52776 3.58726 -5.10855 0.142 -0.008 -0.018
C 0.84201 -3.20841 1.12518 -0.094 -0.130 0.135
S 1.95830 -3.08790 -0.27045 0.026 0.032 0.138
O 1.74730 -1.73846 -0.85822 -0.048 -0.201 -0.234
C 1.08076 -4.26883 -1.30632 -0.063 -0.060 -0.074
H 1.17889 -2.51442 1.89126 0.054 0.033 -0.046
H -0.16717 -2.94491 0.80930 0.021 0.036 -0.039
H 0.86143 -4.22363 1.52202 0.015 0.007 0.026
H 0.05181 -3.93631 -1.44603 0.008 0.037 0.033
H 1.10248 -5.25150 -0.83562 0.014 0.002 0.007
H 1.58908 -4.31325 -2.26750 0.038 0.024 0.015
C 0.11595 -1.55875 4.71603 0.008 0.129 -0.128
O -0.54985 -2.74173 5.13605 -0.071 0.102 -0.145
C 0.14305 -3.50897 5.98615 -0.176 -0.077 0.028
O 1.24967 -3.25663 6.40183 0.029 0.061 -0.039
O -0.59759 -4.56386 6.27220 1.138 0.151 -0.201
C 0.03260 -5.48282 7.16908 -0.010 -0.269 0.045
H -0.55840 -1.04397 4.03624 -0.092 -0.095 0.010
H 0.33437 -0.90146 5.55578 0.104 -0.087 0.051
H 1.03614 -1.80586 4.18655 0.097 0.057 0.124
H 0.24386 -5.00179 8.12160 0.066 0.043 -0.027
H 0.94933 -5.87365 6.72655 0.074 0.129 0.031
H -0.67773 -6.28685 7.32125 -0.151 0.096 -0.059
Li -1.74002 5.35869 -5.21610 0.202 0.094 0.088
K -1.44661 1.77805 -3.86931 2.855 -1.752 0.359
Br -3.18976 -5.15448 6.95533 -1.005 -0.212 0.240
```
Forces are in eV/Å.

Quick look at the Löwdin charges, all values in e: atom 1 (O): -0.311, atom 2 (P): 0.232, atom 3 (O): -0.275, atom 4 (S): 0.223, atom 5 (B): -0.512, atom 6 (C): -0.228, atom 7 (C): -0.024, atom 8 (C): -0.071, atom 9 (C): -0.179, atom 10 (N): 0.031, atom 11 (C): -0.232, atom 12 (H): 0.054, atom 13 (H): -0.038, atom 14 (H): 0.030, atom 15 (H): 0.047, atom 16 (H): 0.117, atom 17 (H): 0.101, atom 18 (H): 0.094, atom 19 (H): 0.009, atom 20 (Cl): 0.578, atom 21 (C): -0.567, atom 22 (C): -0.519, atom 23 (Cl): 0.502, atom 24 (H): 0.095, atom 25 (H): 0.097, atom 26 (H): 0.098, atom 27 (H): 0.081, atom 28 (C): -0.261, atom 29 (S): 0.817, atom 30 (O): -0.564, atom 31 (C): -0.279, atom 32 (H): 0.039, atom 33 (H): 0.062, atom 34 (H): 0.061, atom 35 (H): 0.052, atom 36 (H): 0.053, atom 37 (H): 0.043, atom 38 (C): -0.056, atom 39 (O): -0.006, atom 40 (C): -0.633, atom 41 (O): 0.102, atom 42 (O): -0.189, atom 43 (C): -0.109, atom 44 (H): 0.092, atom 45 (H): 0.096, atom 46 (H): 0.080, atom 47 (H): 0.095, atom 48 (H): 0.090, atom 49 (H): 0.029, atom 50 (Li): 0.708, atom 51 (K): 0.610, atom 52 (Br): -0.367